{
  "formula": "C36H94N2O24S8",
  "method": "wB97M-V/def2-TZVPD",
  "de_lowest_ev": 1.580,
  "homo_energy_ha": -0.312,
  "smiles": "CCOS(C)(=O)=O.CCOS(C)(=O)=O.CCOS(C)(=O)=O.CCOS(C)(=O)=O.CCOS(C)(=O)=O.CCOS(C)(=O)=O.CCOS(C)(=O)=O.CCOS(C)(=O)=O.CCN(CC)CC.CCN(CC)CC",
  "e_lumo_ev": 0.09,
  "energy_ev": -177654.348,
  "species": ["C", "C", "N", "C", "C", "C", "C", "H", "H", "H", "H", "H", "H", "H", "H", "H", "H", "H", "H", "H", "H", "H", "C", "C", "N", "C", "C", "C", "C", "H", "H", "H", "H", "H", "H", "H", "H", "H", "H", "H", "H", "H", "H", "H", "O", "S", "O", "O", "C", "C", "C", "H", "H", "H", "H", "H", "H", "H", "H", "O", "S", "O", "O", "C", "C", "C", "H", "H", "H", "H", "H", "H", "H", "H", "O", "S", "O", "O", "C", "C", "C", "H", "H", "H", "H", "H", "H", "H", "H", "O", "S", "O", "O", "C", "C", "C", "H", "H", "H", "H", "H", "H", "H", "H", "O", "S", "O", "O", "C", "C", "C", "H", "H", "H", "H", "H", "H", "H", "H", "O", "S", "O", "O", "C", "C", "C", "H", "H", "H", "H", "H", "H", "H", "H", "O", "S", "O", "O", "C", "C", "C", "H", "H", "H", "H", "H", "H", "H", "H", "O", "S", "O", "O", "C", "C", "C", "H", "H", "H", "H", "H", "H", "H", "H"],
  "xyz": [[-3.823, 1.708, -3.141], [-3.148, 0.339, -3.195], [-3.931, -0.748, -3.773], [-3.129, -1.953, -3.717], [-3.947, -3.234, -3.959], [-4.348, -0.460, -5.148], [-5.697, 0.223, -5.280], [-3.732, 2.317, -4.041], [-3.296, 2.218, -2.333], [-4.870, 1.682, -2.853], [-2.136, 0.429, -3.621], [-2.993, 0.065, -2.144], [-2.253, -1.917, -4.387], [-2.728, -2.058, -2.704], [-3.418, -4.077, -3.513], [-4.915, -3.098, -3.474], [-4.112, -3.453, -5.013], [-4.359, -1.375, -5.736], [-3.601, 0.220, -5.591], [-5.825, 1.106, -4.656], [-6.466, -0.413, -4.818], [-5.936, 0.436, -6.320], [0.446, 0.135, -1.976], [0.620, -0.969, -0.948], [0.328, -0.459, 0.410], [0.773, -1.389, 1.455], [2.286, -1.399, 1.598], [-1.104, -0.301, 0.528], [-1.633, 0.506, 1.722], [0.915, -0.254, -2.887], [1.072, 0.969, -1.657], [-0.584, 0.382, -2.201], [-0.062, -1.814, -1.134], [1.657, -1.298, -0.953], [0.487, -0.897, 2.395], [0.274, -2.363, 1.380], [2.740, -1.776, 0.675], [2.635, -0.365, 1.641], [2.740, -1.925, 2.434], [-1.600, -1.286, 0.536], [-1.517, 0.242, -0.326], [-1.580, -0.081, 2.641], [-2.667, 0.776, 1.510], [-1.053, 1.412, 1.913], [-4.610, 2.876, 1.170], [-5.354, 3.372, 0.071], [-4.725, 3.908, -1.078], [-6.228, 2.165, -0.494], [-7.163, 1.526, 0.398], [-7.182, 0.059, 0.059], [-6.598, 4.472, 0.709], [-8.150, 1.977, 0.278], [-6.858, 1.678, 1.435], [-6.160, -0.323, 0.050], [-7.613, -0.119, -0.927], [-7.749, -0.534, 0.777], [-6.776, 4.163, 1.734], [-7.475, 4.356, 0.079], [-6.215, 5.488, 0.684], [3.300, 2.050, 5.478], [2.067, 1.724, 4.852], [1.433, 0.473, 5.089], [0.985, 2.833, 5.198], [1.403, 4.224, 5.150], [0.770, 4.981, 6.295], [2.136, 2.072, 3.109], [0.992, 4.590, 4.205], [2.485, 4.321, 5.105], [-0.267, 5.228, 6.072], [1.360, 5.863, 6.533], [0.704, 4.360, 7.191], [2.450, 3.103, 2.992], [1.117, 1.900, 2.769], [2.827, 1.439, 2.561], [2.120, -4.744, 1.699], [2.472, -5.215, 0.400], [3.129, -4.354, -0.530], [3.378, -6.515, 0.602], [4.369, -6.844, -0.375], [5.472, -7.645, 0.266], [1.024, -5.958, -0.287], [4.801, -5.957, -0.836], [3.929, -7.427, -1.190], [6.171, -7.993, -0.497], [5.105, -8.605, 0.651], [5.959, -7.136, 1.094], [1.176, -6.173, -1.342], [0.237, -5.206, -0.219], [0.802, -6.822, 0.329], [-0.311, 2.348, -8.518], [-1.539, 2.035, -7.852], [-2.086, 0.726, -7.969], [-1.368, 2.402, -6.317], [-0.016, 2.289, -5.801], [0.021, 2.726, -4.358], [-2.748, 3.264, -8.227], [0.629, 2.931, -6.403], [0.358, 1.274, -5.955], [0.922, 2.390, -3.846], [-0.786, 2.240, -3.802], [-0.110, 3.805, -4.305], [-2.209, 4.202, -8.119], [-3.567, 3.188, -7.518], [-3.118, 3.113, -9.237], [3.785, 5.713, 2.658], [3.494, 5.503, 1.289], [4.175, 4.492, 0.560], [1.933, 5.140, 1.250], [1.383, 4.720, -0.003], [0.306, 3.691, 0.210], [3.487, 7.002, 0.376], [2.098, 4.262, -0.698], [1.039, 5.572, -0.598], [-0.225, 3.517, -0.726], [-0.440, 4.009, 0.946], [0.686, 2.741, 0.589], [3.189, 6.906, -0.661], [4.519, 7.360, 0.389], [2.912, 7.685, 0.998], [3.791, 2.312, -3.099], [4.705, 1.429, -2.483], [4.815, 0.066, -2.892], [6.128, 2.103, -2.665], [7.296, 1.281, -2.567], [8.431, 2.067, -1.905], [4.511, 1.528, -0.718], [7.591, 0.850, -3.520], [7.079, 0.446, -1.899], [8.388, 3.135, -2.099], [9.389, 1.670, -2.242], [8.388, 1.873, -0.834], [4.997, 2.468, -0.469], [5.131, 0.756, -0.268], [3.446, 1.467, -0.522], [-1.862, -3.996, 0.749], [-3.166, -3.960, 1.337], [-3.724, -5.195, 1.793], [-3.172, -2.898, 2.492], [-2.783, -3.380, 3.803], [-1.994, -2.308, 4.506], [-4.265, -3.150, 0.227], [-2.215, -4.308, 3.737], [-3.683, -3.624, 4.370], [-1.177, -1.809, 3.985], [-1.562, -2.780, 5.394], [-2.607, -1.496, 4.904], [-4.587, -3.918, -0.476], [-3.681, -2.415, -0.326], [-5.107, -2.692, 0.733], [2.087, -4.840, 7.619], [2.405, -3.487, 7.299], [2.746, -2.594, 8.341], [3.605, -3.467, 6.267], [3.689, -4.552, 5.342], [4.483, -4.145, 4.107], [1.136, -2.751, 6.323], [2.690, -4.832, 4.988], [4.086, -5.473, 5.772], [5.504, -3.886, 4.380], [3.951, -3.332, 3.620], [4.471, -5.010, 3.445], [1.543, -1.850, 5.869], [0.327, -2.520, 7.012], [0.806, -3.461, 5.568]],
  "forces_ev_per_angstrom": [[0.553, 0.089, 0.264], [-0.681, 0.081, 0.637], [0.083, 0.133, -0.194], [-0.119, -0.916, 0.228], [0.221, 0.464, -0.014], [0.470, 0.968, -0.175], [-0.794, -0.509, 1.077], [0.062, -0.166, -0.113], [-0.121, 0.387, -0.179], [-0.004, -0.252, 0.079], [-0.147, -0.047, -0.373], [0.088, -0.161, -0.069], [-0.053, 0.062, -0.061], [0.051, 0.290, 0.013], [-0.100, -0.102, -0.053], [-0.031, -0.192, 0.027], [-0.021, 0.016, -0.011], [0.049, -0.030, 0.010], [0.080, -0.328, -0.234], [0.520, 0.357, -0.382], [-0.001, -0.274, -0.553], [-0.076, 0.018, 0.005], [1.077, -0.925, -0.403], [-0.469, 0.473, 0.949], [0.143, -0.302, -0.215], [0.349, 1.162, 1.211], [0.636, 0.068, -1.521], [-1.059, 0.731, 0.140], [0.565, -0.546, 0.259], [-0.235, 0.234, -0.198], [-0.400, 0.331, -0.055], [0.026, 0.284, 0.169], [0.265, -0.160, -0.268], [-0.062, -0.208, -0.155], [-0.576, -0.418, -0.030], [0.247, -0.143, -0.028], [0.169, -0.293, 0.262], [-0.157, 0.045, 0.159], [-0.500, -0.235, 0.106], [-0.003, -0.065, -0.038], [0.423, -0.206, -0.273], [-0.226, 0.089, 0.010], [-0.039, 0.073, 0.216], [-0.044, 0.079, -0.268], [0.756, -0.129, 0.796], [-0.990, -0.429, -0.268], [0.295, 0.490, -0.299], [-0.247, 0.355, -0.091], [-0.113, -0.257, 0.392], [0.157, -0.370, -0.211], [0.220, -0.233, -0.120], [0.059, 0.087, -0.162], [0.166, -0.024, -0.039], [-0.004, 0.026, 0.000], [0.044, 0.074, -0.024], [-0.091, 0.201, 0.102], [-0.196, 0.059, 0.002], [-0.081, 0.220, 0.053], [0.038, 0.005, -0.076], [0.519, 0.001, 0.220], [-0.312, 0.726, -0.902], [-0.184, -0.308, 0.016], [0.103, -0.191, 0.618], [-0.543, 0.193, -0.549], [-0.202, -0.442, 0.387], [0.094, -0.406, 0.128], [0.220, 0.138, -0.027], [0.037, -0.213, 0.243], [0.099, 0.287, -0.126], [-0.176, 0.150, -0.064], [0.366, -0.035, -0.025], [-0.108, 0.160, -0.008], [0.045, 0.105, -0.217], [0.047, -0.166, 0.261], [0.196, -0.106, 0.139], [-0.208, -0.492, 0.043], [-0.082, 0.241, -0.218], [-0.007, 0.317, 0.353], [0.755, -0.203, -0.730], [-0.283, -1.172, 0.236], [-0.036, 0.735, -0.206], [-0.268, 0.241, 0.223], [-0.267, 0.009, 0.148], [0.257, 0.567, -0.016], [-0.286, 0.263, 0.202], [0.160, 0.180, -0.192], [0.174, -0.305, 0.072], [-0.066, -0.092, 0.180], [-0.130, -0.083, -0.119], [-0.050, 0.000, -0.233], [0.076, 0.361, 0.055], [-0.245, -0.293, -0.016], [0.082, -0.061, 0.273], [0.920, 0.017, -0.152], [-0.760, -0.397, 0.166], [0.109, -0.083, 0.071], [-0.087, 0.004, -0.009], [-0.262, -0.087, 0.189], [0.304, 0.280, -0.321], [-0.134, 0.172, -0.088], [0.107, 0.006, 0.228], [-0.233, 0.145, -0.106], [0.036, -0.020, 0.062], [0.143, -0.021, -0.061], [0.120, 0.456, 0.516], [-1.332, -0.678, -0.756], [0.711, -0.344, -0.386], [0.386, 0.078, 0.108], [-0.200, -0.518, -1.463], [-0.665, 0.034, 0.619], [0.990, 0.597, 0.811], [0.568, 0.023, 0.652], [-0.338, 0.265, 0.589], [0.093, -0.078, -0.033], [0.028, 0.203, -0.115], [0.226, -0.003, -0.246], [-0.382, -0.237, 0.088], [0.000, -0.054, -0.010], [-0.263, 0.142, -0.416], [-0.831, 0.679, -0.411], [0.871, -0.661, 0.661], [-0.274, -0.293, -0.112], [0.085, 0.376, -0.337], [0.720, -0.421, 0.904], [-0.181, -0.455, 0.026], [0.890, 0.149, -0.719], [-0.325, 0.318, -0.265], [-0.108, -0.152, -0.242], [-0.029, 0.000, -0.088], [0.011, 0.100, -0.103], [0.024, 0.397, 0.073], [-0.656, 0.269, 0.253], [-0.414, -0.331, 0.031], [0.049, -0.010, 0.377], [0.225, -0.046, -0.179], [0.017, -0.092, -0.356], [-0.234, -0.041, 0.183], [-0.182, 0.032, 0.264], [0.304, 0.184, 0.290], [0.097, 0.334, 1.103], [0.241, -0.023, -0.491], [0.112, 0.100, -0.332], [-0.092, 0.101, -0.159], [-0.023, -0.514, -0.455], [0.047, 0.046, -0.041], [-0.266, -0.108, -0.230], [-0.101, 0.000, 0.050], [-0.071, 0.135, 0.109], [-0.007, -0.117, 0.136], [-0.262, -0.456, -0.120], [-0.047, -0.018, -0.291], [0.294, 0.614, 0.425], [0.444, -0.053, 0.177], [-0.408, -0.765, -1.295], [-0.410, -0.157, 0.749], [-0.038, -0.175, 0.094], [-0.050, 0.177, 0.188], [0.195, 0.349, 0.512], [0.027, 0.158, -0.175], [0.317, 0.116, -0.129], [0.136, 0.071, -0.135], [-0.098, 0.090, 0.066], [-0.044, 0.063, -0.072], [0.015, -0.005, -0.034]]
}